(1)
202
Properties=species:S:1:pos:R:3 method="wB97M-V/def2-TZVPD" homo_lumo_gap_ev=5.189 lumo_ev=-2.7682 e_above_lowest_ev=6.753 homo_energy_ev=-7.957
K -3.8296 17.1967 -9.7386
K -6.9846 16.0378 -8.8664
N -1.6060 11.8816 -2.8786
S -0.2597 12.6343 -2.1590
O -0.6400 13.5933 -1.1036
O 1.0516 12.6212 -2.6617
F -0.1135 11.2806 -1.2976
S -1.2572 12.3195 -4.2549
O -0.4286 11.4589 -5.0199
O -1.1716 13.8264 -4.5935
F -2.6978 12.0521 -5.0006
N -4.6536 15.5563 -7.5570
S -3.9768 15.7798 -6.0716
O -2.6640 16.3888 -6.1226
O -4.2655 14.8133 -5.0521
F -4.8414 17.0659 -5.7126
S -4.3347 14.1422 -7.7102
O -5.4625 13.2138 -7.5602
O -3.0269 13.5810 -7.4549
F -4.3946 14.1849 -9.2936
C -0.4948 7.0571 -13.2386
C -0.9968 8.2656 -12.5289
O 0.0337 9.1801 -12.7105
P -0.1279 10.7071 -13.1941
O 1.0872 11.5297 -13.4446
O -1.0170 10.3860 -14.5093
C -0.4547 10.8172 -15.8245
C -1.5514 11.6277 -16.4684
O -1.2208 11.2585 -12.1468
C -1.4176 12.6303 -11.9953
C -2.9268 13.0053 -11.9800
H 0.5525 6.9214 -12.9684
H -1.1873 6.2514 -12.9949
H -0.7786 7.2156 -14.2790
H -1.9795 8.5783 -12.8817
H -1.0214 8.0606 -11.4586
H 0.4244 11.4606 -15.8613
H -0.4424 9.9426 -16.4748
H -1.7793 12.2331 -15.5911
H -1.1688 12.1788 -17.3275
H -2.4370 11.0750 -16.7819
H -0.8633 13.0370 -11.1495
H -0.8171 13.1573 -12.7368
H -3.4599 12.3673 -11.2750
H -2.9951 14.0447 -11.6590
H -3.4066 13.0879 -12.9552
C -6.8061 19.3618 -6.3449
C -7.2114 19.6556 -4.8271
O -6.1021 20.1162 -4.0093
P -6.0433 21.6812 -3.4865
O -6.4644 21.7750 -2.0889
O -4.4542 22.1445 -3.7064
C -4.0105 23.2162 -2.9823
C -2.4536 23.5246 -3.2481
O -6.8591 22.4374 -4.6869
C -7.8949 23.3861 -4.3388
C -7.5088 24.7850 -4.9052
H -7.3837 18.4695 -6.5863
H -7.1188 20.0994 -7.0841
H -5.7684 19.0544 -6.4743
H -7.9981 20.4014 -4.7133
H -7.8198 18.8855 -4.3529
H -4.5694 24.0752 -3.3535
H -4.3743 23.1604 -1.9563
H -2.0247 22.5852 -2.8992
H -2.1425 23.7053 -4.2770
H -2.1173 24.4657 -2.8129
H -8.8482 23.0191 -4.7191
H -7.9771 23.5526 -3.2648
H -8.4390 25.3453 -4.9991
H -6.7577 25.1602 -4.2102
H -7.0107 24.8098 -5.8744
C -4.7763 23.8855 -7.7957
C -3.4930 23.1126 -7.5489
O -3.6243 21.7467 -7.8276
P -2.4536 20.7441 -8.1963
O -2.8211 19.3724 -8.6930
O -1.7235 20.6520 -6.7181
C -2.4112 20.3087 -5.5185
C -1.2299 19.5286 -4.8298
O -1.4100 21.6157 -9.1587
C -1.5714 22.0217 -10.5295
C -0.3694 22.7392 -11.0349
H -4.6639 24.9557 -7.9694
H -5.1278 23.6000 -8.7872
H -5.6648 23.7526 -7.1783
H -2.6036 23.5266 -8.0239
H -3.3118 23.1497 -6.4747
H -2.7277 21.2224 -5.0154
H -3.3950 19.8397 -5.5015
H -0.3773 20.1796 -5.0234
H -1.5439 19.4052 -3.7933
H -1.0120 18.5751 -5.3108
H -1.6985 21.0272 -10.9570
H -2.4319 22.6905 -10.5484
H 0.2954 23.3359 -10.4103
H 0.4078 21.9951 -11.2094
H -0.5918 23.2678 -11.9619
C -8.2890 11.4910 -7.2254
C -9.1045 10.5007 -6.3499
O -9.6606 9.4280 -7.1255
P -10.9118 8.5453 -6.7189
O -12.2041 8.8891 -7.3754
O -10.5182 6.9834 -7.1309
C -10.4192 6.6417 -8.4577
C -9.1862 5.7849 -8.6882
O -11.0105 8.5352 -5.0799
C -11.4115 7.3713 -4.3742
C -10.1838 6.5562 -3.9250
H -8.7252 11.6162 -8.2165
H -8.3534 12.4141 -6.6494
H -7.2028 11.4867 -7.1350
H -8.3852 10.2089 -5.5846
H -9.8182 11.2275 -5.9619
H -11.2073 6.0553 -8.9301
H -10.3835 7.5338 -9.0830
H -9.1518 4.7874 -8.2501
H -9.0153 5.4382 -9.7074
H -8.3164 6.3907 -8.4340
H -12.0143 7.5204 -3.4783
H -12.0490 6.7083 -4.9590
H -10.5450 5.6640 -3.4134
H -9.5436 6.1693 -4.7179
H -9.8144 7.1706 -3.1040
C 0.0596 15.9885 -14.1303
C 0.3563 17.1649 -13.2325
O 1.0880 16.7659 -12.0693
P 0.3028 16.4739 -10.6164
O -1.1710 16.5503 -10.7061
O 0.8553 14.9561 -10.2142
C 0.3711 14.4585 -8.9799
C 0.3516 15.3741 -7.6997
O 1.0936 17.5016 -9.6758
C 1.0626 18.8949 -9.7848
C 1.3619 19.3500 -8.3514
H 0.8534 15.2436 -14.1854
H -0.7000 15.3856 -13.6328
H -0.0397 16.2406 -15.1861
H 1.0416 17.9286 -13.6004
H -0.4245 17.8616 -12.9273
H -0.5810 13.9943 -9.2371
H 0.9892 13.6234 -8.6503
H 0.0717 15.0246 -6.7060
H 1.3211 15.8163 -7.4701
H -0.4001 16.1502 -7.8438
H 1.6946 19.3696 -10.5354
H 0.0499 19.1904 -10.0591
H 0.8149 18.7152 -7.6544
H 2.4060 19.1238 -8.1350
H 1.2999 20.4233 -8.1714
C -4.6763 17.3515 -2.6999
C -4.0362 18.5015 -1.9638
O -3.1250 17.9293 -1.0047
P -1.6889 18.6306 -0.6351
O -1.2056 18.3462 0.7450
O -0.7447 18.0824 -1.8922
C -0.1279 16.7983 -1.9809
C -0.0897 16.4344 -3.5336
O -1.9635 20.1346 -1.0455
C -3.1291 20.8011 -0.4276
C -2.6382 22.1091 0.2612
H -5.3866 16.9100 -2.0009
H -5.2288 17.6718 -3.5832
H -3.8917 16.6333 -2.9381
H -3.5243 19.1119 -2.7077
H -4.9475 18.9994 -1.6324
H 0.9097 16.9107 -1.6667
H -0.7326 16.0376 -1.4872
H 0.2851 15.4159 -3.6357
H -1.1299 16.3494 -3.8479
H 0.3761 17.2404 -4.1006
H -3.8655 21.0647 -1.1868
H -3.4810 20.1895 0.4032
H -1.6168 21.9424 0.6032
H -2.4557 22.8740 -0.4936
H -3.2914 22.4342 1.0711
C -4.5746 6.3618 -7.0827
C -3.2857 5.7947 -7.2219
O -2.6264 6.0531 -5.9893
P -1.4961 7.2384 -6.0367
O -1.0036 7.7368 -4.7123
O -2.1498 8.4549 -6.9544
C -1.4243 9.3310 -7.7753
C -2.1412 10.7008 -7.7888
O -0.3792 6.6439 -7.0699
C 0.9989 6.6098 -6.8236
C 1.4281 6.1084 -5.4585
H -5.0739 6.0798 -8.0097
H -5.1224 5.9539 -6.2332
H -4.4662 7.4280 -6.8839
H -3.2534 4.7432 -7.5071
H -2.9697 6.1886 -8.1879
H -0.4819 9.4831 -7.2490
H -1.2323 9.0965 -8.8223
H -1.4405 11.5300 -7.6908
H -2.7154 10.9814 -8.6718
H -2.7713 10.4918 -6.9243
H 1.3920 5.8930 -7.5446
H 1.5091 7.5582 -6.9920
H 1.2948 6.8510 -4.6719
H 1.0544 5.1345 -5.1423
H 2.4911 5.8699 -5.4217

---

(2)
198
Properties=species:S:1:pos:R:3 method="wB97M-V/def2-TZVPD" homo_lumo_gap_ev=9.937 lumo_ev=0.0379 homo_energy_ev=-9.899
C 3.8107 7.0994 5.9831
C 2.3678 6.9662 5.7157
O 1.5713 7.6151 6.6476
H 4.4721 6.8399 5.1565
H 4.0778 6.4207 6.7931
H 4.0376 8.1113 6.3188
H 2.0928 5.9115 5.7174
H 1.9838 7.2981 4.7511
H 0.7436 7.8976 6.2519
C 9.9008 -2.4625 2.4545
C 11.3259 -3.0521 2.3188
O 12.2325 -2.0394 1.9238
H 9.5931 -1.9130 1.5648
H 9.9654 -1.7048 3.2355
H 9.1285 -3.1988 2.6771
H 11.3377 -3.7932 1.5196
H 11.6511 -3.6276 3.1855
H 12.3632 -1.5977 2.7660
C -10.0042 6.1328 0.7709
C -8.8125 5.2602 1.1314
O -7.8727 5.4516 0.1001
H -9.8051 7.1728 0.5124
H -10.7296 6.1083 1.5841
H -10.2945 5.7240 -0.1969
H -8.9168 4.2172 1.4306
H -8.4371 5.6568 2.0747
H -7.0338 5.1238 0.4325
C 0.4667 -5.5922 -3.4132
C 0.4852 -7.1140 -3.2838
O -0.0993 -7.8218 -4.3788
H -0.4907 -5.1576 -3.7010
H 1.1277 -5.2442 -4.2070
H 0.8998 -5.1309 -2.5257
H -0.1846 -7.3520 -2.4576
H 1.4711 -7.4582 -2.9713
H -0.0757 -8.7466 -4.1223
C 3.0501 -1.4354 7.0702
C 3.7165 -0.9476 8.2339
N 4.2620 -0.5190 9.1198
H 3.3029 -0.7454 6.2652
H 1.9801 -1.3805 7.2705
H 3.4236 -2.3987 6.7229
C -2.6073 6.7337 -4.1346
C -2.2558 7.9492 -4.8060
N -2.0357 8.9596 -5.3359
H -2.6758 6.8785 -3.0564
H -1.7624 6.1247 -4.4560
H -3.4816 6.3502 -4.6606
O 4.7659 9.2450 -1.5191
S 3.7247 9.4466 -2.4894
O 3.3707 8.4742 -3.4723
O 2.3530 9.9287 -1.7302
C 2.4659 10.8272 -0.6428
C 1.1094 11.3599 -0.3127
C 3.9556 10.9906 -3.4663
H 3.0868 11.6733 -0.9371
H 2.9405 10.3403 0.2092
H 0.4931 10.5577 0.0932
H 0.6147 11.6563 -1.2377
H 1.0706 12.1884 0.3945
H 3.0329 10.9701 -4.0462
H 4.8887 10.8239 -4.0043
H 4.0905 11.8601 -2.8230
O 0.5307 -8.9316 3.8127
S -0.2959 -8.4902 4.9553
O -0.8013 -7.1246 5.0839
O -1.5699 -9.5211 4.9565
C -2.6667 -9.1946 5.8542
C -3.0933 -10.3408 6.7225
C 0.3729 -9.0547 6.5515
H -3.4597 -8.7956 5.2216
H -2.4119 -8.3636 6.5120
H -2.3839 -10.5282 7.5285
H -3.0566 -11.2403 6.1080
H -4.1421 -10.2481 7.0045
H -0.0138 -8.3046 7.2414
H 1.4540 -9.0066 6.4211
H 0.0675 -10.0760 6.7790
O 13.4416 4.9921 -1.1177
S 11.9943 4.9977 -1.3557
O 10.9992 4.5839 -0.3517
O 11.5911 6.4489 -2.1100
C 12.5641 6.9831 -3.0201
C 11.8915 7.9096 -4.0805
C 11.5633 3.9934 -2.9571
H 13.1224 6.2283 -3.5739
H 13.3441 7.4152 -2.3932
H 12.6030 8.3932 -4.7499
H 11.2812 8.7079 -3.6581
H 11.0903 7.5482 -4.7251
H 10.9678 3.1902 -2.5230
H 12.5089 3.6683 -3.3909
H 10.9743 4.6786 -3.5668
O -8.1971 4.6981 11.6394
S -7.5038 4.5448 10.3646
O -7.2509 5.6589 9.4433
O -6.0206 3.7453 10.6870
C -4.9482 4.1257 9.8481
C -3.6878 3.4738 10.3733
C -8.3392 3.1606 9.3539
H -4.8171 5.2068 9.8951
H -5.1444 3.8263 8.8186
H -3.5901 3.8389 11.3957
H -2.8621 3.7785 9.7303
H -3.8798 2.4011 10.3523
H -9.4254 3.2189 9.4244
H -8.0266 2.2167 9.8004
H -7.9093 3.1433 8.3524
O 6.9651 -3.6230 -4.5539
S 7.7902 -4.7901 -4.8265
O 7.8667 -5.9152 -3.8902
O 7.3368 -5.4206 -6.3060
C 6.9185 -4.5651 -7.3267
C 6.8910 -5.1905 -8.7415
C 9.4774 -4.1794 -5.3019
H 7.5697 -3.6957 -7.2354
H 5.9175 -4.2415 -7.0416
H 6.1533 -5.9910 -8.6855
H 7.8537 -5.6159 -9.0248
H 6.7188 -4.4058 -9.4782
H 9.9967 -5.0316 -5.7404
H 10.0012 -3.7896 -4.4291
H 9.4267 -3.3198 -5.9702
O -0.5044 1.3499 3.3725
S -0.2917 1.5777 1.9611
O -1.0568 2.6476 1.2677
O 1.3243 1.7550 1.6226
C 1.7613 2.0585 0.3091
C 3.3200 1.8913 0.2373
C -0.4700 -0.0571 1.0849
H 1.7384 3.1418 0.1910
H 1.2010 1.5898 -0.4999
H 3.7831 2.3334 1.1195
H 3.8430 2.2955 -0.6293
H 3.5894 0.8363 0.2865
H 0.3292 -0.7340 1.3869
H -0.3359 0.1297 0.0194
H -1.5152 -0.3584 1.0156
O -8.1932 -12.1870 -0.8469
S -8.7770 -10.8990 -0.5548
O -8.5845 -10.2550 0.7293
O -8.3264 -9.8828 -1.7369
C -8.4034 -8.5286 -1.4777
C -6.9655 -8.1808 -1.2380
C -10.5888 -10.9666 -1.0270
H -9.0499 -8.2333 -0.6513
H -8.7223 -8.0089 -2.3812
H -6.6440 -8.5798 -0.2759
H -6.7008 -7.1255 -1.3034
H -6.2254 -8.5549 -1.9453
H -11.0991 -11.7610 -0.4824
H -10.6310 -11.0941 -2.1087
H -11.0851 -10.0152 -0.8352
O -9.0863 -2.0301 5.8796
S -8.4168 -3.1632 5.2052
O -7.7492 -3.0263 3.9179
O -7.3521 -3.8813 6.3494
C -6.3917 -3.0843 6.9860
C -6.6295 -3.2533 8.5139
C -9.6424 -4.5689 5.0916
H -6.5333 -2.0377 6.7164
H -5.4347 -3.4894 6.6569
H -7.6425 -3.1261 8.8957
H -5.9886 -2.5452 9.0393
H -6.3168 -4.2208 8.9066
H -10.4467 -4.1993 4.4555
H -9.9953 -4.7502 6.1068
H -9.1146 -5.4585 4.7481
O 5.1523 2.1818 -11.3132
S 4.1243 3.2351 -11.2011
O 3.7433 4.0474 -12.3352
O 2.7302 2.6589 -10.3786
C 2.8788 1.4805 -9.5118
C 3.3245 1.8465 -8.1077
C 4.4531 4.4554 -9.8904
H 3.5492 0.7781 -10.0070
H 1.9440 0.9465 -9.3415
H 2.7163 2.6502 -7.6927
H 4.3979 2.0220 -8.1804
H 3.2509 0.9784 -7.4527
H 4.6420 3.9325 -8.9529
H 3.5207 5.0199 -9.8973
H 5.2799 5.0581 -10.2664
O -5.3638 -0.1958 -4.4411
S -6.1887 -0.5840 -5.5214
O -6.0712 0.1158 -6.7853
O -6.0122 -2.1951 -5.7162
C -6.7146 -2.8891 -6.6721
C -5.8492 -4.0428 -7.2421
C -7.9431 -0.5433 -4.9226
H -7.1977 -2.3178 -7.4649
H -7.5822 -3.2907 -6.1486
H -4.9821 -3.5765 -7.7098
H -6.4268 -4.4954 -8.0482
H -5.6083 -4.7494 -6.4479
H -7.9947 0.4844 -4.5630
H -8.1459 -1.3286 -4.1944
H -8.5822 -0.7265 -5.7864